# 1
Molecular formula: C15H24N2O2
Method: DFT, the ωB97M-V functional and the def2-TZVPD basis

SMILES: C=CCO/N=C(/CCC)C1=C(N)CC(C)(C)CC1=O
charge: 0
frontier orbital gap: 9.149 eV
ΔE to the lowest compared entry with this formula, charge and spin: 4.4855 eV

```
43
C15H24N2O2, DFT the ωB97M-V functional and the def2-TZVPD basis
C -3.462 3.147 -2.142
C -2.726 2.062 -1.997
C -1.246 2.012 -2.202
H -0.806 3.017 -2.209
O -0.691 1.239 -1.152
N 0.705 1.150 -1.306
C 1.311 0.354 -0.522
C 0.650 -0.494 0.498
C -0.181 0.054 1.432
N -0.272 1.394 1.622
H -1.062 1.751 2.134
H 0.095 1.998 0.906
C -0.956 -0.784 2.403
H -1.892 -0.277 2.653
C -1.244 -2.181 1.846
C 0.095 -2.780 1.418
C 0.851 -1.931 0.410
O 1.588 -2.465 -0.402
H -0.037 -3.774 0.987
H 0.745 -2.885 2.293
C -1.880 -3.051 2.933
H -2.080 -4.048 2.549
H -2.821 -2.618 3.266
H -1.220 -3.142 3.793
C -2.195 -2.087 0.651
H -2.357 -3.071 0.219
H -1.783 -1.439 -0.119
H -3.158 -1.686 0.962
H -0.375 -0.874 3.327
C 2.794 0.209 -0.674
H 3.246 0.273 0.320
C 3.443 1.220 -1.615
C 3.434 2.632 -1.044
H 2.411 2.973 -0.908
H 3.942 2.661 -0.082
H 3.939 3.320 -1.719
H 2.910 1.211 -2.566
H 4.475 0.911 -1.797
H 2.965 -0.808 -1.038
H -1.019 1.531 -3.166
H -3.167 1.117 -1.713
H -4.530 3.131 -2.004
H -3.030 4.094 -2.421
```

=====

# 2
Molecular formula: C10H20AsClF6SbV
Method: DFT, the ωB97M-V functional and the def2-TZVPD basis

2S+1: 2
charge: +1
frontier orbital gap (alpha / beta): 7.563 / 8.340 eV
ΔE to the lowest compared entry with this formula, charge and spin: 1.5696 eV

```
40
C10H20AsClF6SbV, DFT the ωB97M-V functional and the def2-TZVPD basis
V -1.492 0.268 -0.828
C 3.303 -2.211 -1.170
C 2.915 -0.727 -1.125
C 3.644 -0.012 0.019
C 3.256 -0.050 -2.467
C 1.469 -0.606 -0.932
C 0.255 -0.543 -0.801
H 4.381 -2.296 -1.315
H 2.803 -2.724 -1.991
H 3.046 -2.714 -0.237
H 4.720 -0.074 -0.148
H 3.428 -0.478 0.981
H 3.365 1.041 0.067
H 4.332 -0.119 -2.628
H 2.975 1.003 -2.457
H 2.749 -0.541 -3.296
Cl -2.210 -1.866 -1.548
C -3.315 -0.527 -1.272
H -4.016 -0.727 -0.470
H -3.740 -0.157 -2.198
C -1.654 1.439 2.881
Sb -1.502 -0.337 1.751
C -3.117 -1.519 2.423
C 0.185 -1.319 2.525
H -1.673 1.200 3.943
H -2.569 1.959 2.604
H -0.800 2.078 2.663
H -3.042 -1.641 3.503
H -3.084 -2.498 1.947
H -4.059 -1.029 2.185
H 0.078 -1.410 3.604
H 1.069 -0.735 2.280
H 0.266 -2.304 2.071
F -1.612 1.498 -2.525
As -1.720 3.058 -1.561
F -0.448 3.715 -2.437
F -2.987 3.591 -2.525
F -1.817 4.258 -0.386
F -2.825 1.969 -0.607
F -0.555 2.090 -0.526
```

=====

# 3
Molecular formula: C16H18N2PdS2
Method: DFT, the ωB97M-V functional and the def2-TZVPD basis

charge: 0
frontier orbital gap: 7.052 eV

```
39
C16H18N2PdS2, DFT the ωB97M-V functional and the def2-TZVPD basis
Pd -0.285 0.696 -1.276
C -1.385 -1.860 -1.650
N -1.197 -0.981 -0.465
C -0.203 -1.621 0.469
C 0.960 -0.711 0.826
N 1.628 -0.195 -0.386
C 2.444 -1.172 -1.116
C 2.416 1.012 -0.142
C 3.277 1.070 0.941
C 4.031 2.212 1.178
C 3.922 3.290 0.315
C 3.053 3.233 -0.767
C 2.287 2.100 -1.018
S 1.140 2.060 -2.379
C -2.499 -0.694 0.152
C -3.258 -1.741 0.668
C -4.497 -1.489 1.225
C -4.971 -0.178 1.250
C -4.220 0.852 0.720
C -2.957 0.616 0.157
S -2.023 1.946 -0.517
H -1.628 -2.881 -1.343
H -0.468 -1.876 -2.239
H -2.195 -1.465 -2.258
H 0.166 -2.523 -0.022
H -0.715 -1.942 1.375
H 1.645 -1.268 1.480
H 0.597 0.155 1.379
H 3.286 -1.521 -0.506
H 2.823 -0.690 -2.015
H 1.845 -2.031 -1.416
H 3.360 0.223 1.613
H 4.691 2.256 2.035
H 4.496 4.190 0.493
H 2.942 4.083 -1.427
H -2.872 -2.754 0.638
H -5.090 -2.299 1.626
H -5.943 0.036 1.675
H -4.602 1.865 0.727
```

=====

# 4
Molecular formula: C5H7NO
Method: DFT, the ωB97M-V functional and the def2-TZVPD basis

SMILES: CC1=C(/C=C\[O-])[NH2+]1
charge: 0
frontier orbital gap: 7.902 eV
ΔE to the lowest compared entry with this formula, charge and spin: 3.9674 eV

```
14
C5H7NO, DFT the ωB97M-V functional and the def2-TZVPD basis
C 1.868 -0.367 0.652
C 0.485 -0.782 0.310
C -0.566 -0.268 -0.310
N -0.049 -1.420 -1.057
C -1.535 0.679 -0.440
C -1.446 1.644 0.621
O -0.559 1.642 1.473
H 2.478 -1.185 1.041
H 2.387 0.108 -0.192
H 1.762 0.394 1.435
H -0.562 -2.295 -1.012
H 0.299 -1.215 -1.996
H -2.320 0.651 -1.184
H -2.242 2.412 0.661
```

=====

# 5
Molecular formula: C34H40N4Rh
Method: DFT, the ωB97M-V functional and the def2-TZVPD basis

2S+1: 5
charge: -1
frontier orbital gap (alpha / beta): 2.623 / 6.891 eV

```
79
C34H40N4Rh, DFT the ωB97M-V functional and the def2-TZVPD basis
Rh 0.695 0.345 0.575
N 1.001 -2.957 2.934
N 0.865 -2.222 -0.635
C 1.426 2.174 0.152
C 2.490 1.246 0.441
C 2.299 0.771 1.780
C 3.174 -0.174 2.542
H 3.923 -0.611 1.881
H 2.576 -0.985 2.971
H 3.709 0.326 3.360
C 1.127 1.386 2.310
C 0.608 1.159 3.690
H 1.029 1.848 4.431
H 0.855 0.144 4.013
H -0.475 1.276 3.707
C 0.566 2.238 1.305
C -0.708 3.008 1.418
H -1.414 2.471 2.060
H -1.162 3.118 0.430
H -0.569 4.010 1.838
C 3.592 0.831 -0.477
H 4.490 1.442 -0.348
H 3.267 0.919 -1.513
H 3.859 -0.211 -0.286
C 1.160 2.806 -1.167
H 0.083 2.899 -1.321
H 1.554 2.170 -1.962
H 1.610 3.798 -1.263
C 0.307 -3.551 3.905
H 0.747 -3.549 4.909
C -0.938 -4.174 3.698
H -1.417 -4.689 4.533
C -1.509 -4.137 2.423
H -2.477 -4.600 2.227
C -0.810 -3.508 1.403
H -1.213 -3.412 0.399
C 0.494 -3.000 1.672
C 1.316 -2.435 0.677
H 2.370 -2.216 0.861
C 0.530 -0.965 -1.037
C 0.876 -3.086 -1.743
H 1.107 -4.131 -1.633
C 0.589 -2.333 -2.816
H 0.530 -2.618 -3.851
N 0.394 -1.009 -2.386
C 0.182 0.086 -3.314
C 1.176 0.427 -4.242
C 0.954 1.501 -5.118
H 1.736 1.781 -5.831
C -0.234 2.231 -5.090
C -0.475 3.370 -6.036
H -1.021 4.178 -5.537
H -1.081 3.055 -6.895
H 0.469 3.765 -6.419
C -1.218 1.862 -4.180
H -2.155 2.421 -4.144
C -1.028 0.787 -3.314
C -2.126 0.441 -2.375
H -2.248 -0.637 -2.235
H -3.074 0.857 -2.733
H -1.935 0.902 -1.397
C 2.470 -0.308 -4.328
H 2.385 -1.232 -4.915
H 2.876 -0.567 -3.344
H 3.205 0.331 -4.836
N -1.703 -0.175 0.908
C -2.418 -0.237 2.159
C -1.811 -0.855 3.241
C -2.550 -1.016 4.416
C -3.862 -0.544 4.508
C -4.439 0.093 3.398
C -3.726 0.249 2.215
H -1.920 -0.974 0.305
H -2.022 0.634 0.384
H -0.781 -1.236 3.138
H -2.096 -1.516 5.276
H -4.437 -0.681 5.430
H -5.459 0.462 3.468
H -4.158 0.734 1.331
```

=====

# 6
Molecular formula: C10H11F4NO2
Method: DFT, the ωB97M-V functional and the def2-TZVPD basis

SMILES: O=C1C(F)=C(F)C(=O)C(F)=C1F.CCNCC
charge: 0
frontier orbital gap: 5.324 eV
ΔE to the lowest compared entry with this formula, charge and spin: 0.0000 eV

```
28
C10H11F4NO2, DFT the ωB97M-V functional and the def2-TZVPD basis
F 1.960 -2.158 -1.306
C 2.096 -1.637 -0.070
C 3.291 -1.155 0.345
F 4.352 -1.149 -0.480
C 3.499 -0.608 1.681
O 4.583 -0.131 2.051
C 2.327 -0.671 2.548
F 2.476 -0.198 3.797
C 1.135 -1.156 2.130
F 0.087 -1.218 2.977
C 0.902 -1.572 0.757
O -0.242 -1.807 0.312
C -1.026 2.605 0.721
C -0.711 1.585 -0.364
N -1.817 0.780 -0.752
C -1.695 -0.087 -1.873
C -3.012 -0.685 -2.344
H -0.107 3.134 0.982
H -1.750 3.340 0.353
H -1.418 2.118 1.622
H -0.385 2.095 -1.285
H 0.141 0.956 -0.042
H -2.455 0.493 -0.020
H -1.257 0.537 -2.669
H -0.980 -0.901 -1.651
H -2.812 -1.348 -3.188
H -3.490 -1.268 -1.550
H -3.691 0.105 -2.682
```

=====

# 7
Molecular formula: C19H26B2ClN2O14
Method: DFT, the ωB97M-V functional and the def2-TZVPD basis

charge: -1
frontier orbital gap: 7.031 eV

```
64
C19H26B2ClN2O14, DFT the ωB97M-V functional and the def2-TZVPD basis
C 3.048 2.379 2.545
C 1.840 1.493 2.414
O 1.296 0.860 3.281
O 1.476 1.473 1.120
C 0.101 1.303 0.757
C -0.239 -0.141 0.420
O 0.894 -0.723 -0.183
C 0.980 -2.137 -0.026
C 1.279 -2.556 1.432
C 0.308 -3.611 1.938
O -1.023 -3.081 2.065
C -1.400 -2.603 3.261
O -1.474 -3.251 4.267
B 2.157 -2.629 -0.944
O 3.144 -1.759 -1.370
O 2.226 -3.963 -1.309
C -1.489 -0.169 -0.476
O -2.478 -0.877 0.265
C -3.739 -0.932 -0.332
C -4.467 0.444 -0.404
C -4.387 1.220 0.871
O -3.462 1.817 1.300
Cl -5.942 1.234 1.802
B -4.599 -1.956 0.540
N -5.484 -2.973 -0.027
O -4.470 -1.878 1.898
C -1.161 -0.753 -1.884
O -1.451 -1.940 -2.076
O -0.626 0.081 -2.632
H 2.717 3.381 2.814
H 3.482 2.377 1.559
H 3.704 1.964 3.308
H -0.550 1.647 1.563
H -0.058 1.947 -0.109
H -0.509 -0.648 1.350
H 0.071 -2.640 -0.379
H 1.193 -1.682 2.084
H 2.277 -2.993 1.554
H 0.633 -4.047 2.886
H 0.221 -4.419 1.209
H -1.673 -1.539 3.229
H 2.779 -1.091 -1.961
H 3.112 -4.315 -1.175
H -1.817 0.863 -0.650
H -3.686 -1.317 -1.356
H -4.053 1.085 -1.189
H -5.511 0.268 -0.668
H -4.995 -3.856 -0.133
H -5.830 -2.719 -0.946
H -5.244 -2.239 2.343
C 2.039 2.409 -3.767
C 3.005 3.345 -4.120
C 3.761 3.972 -3.143
C 3.534 3.632 -1.822
C 2.577 2.703 -1.444
C 1.821 2.092 -2.432
N 4.327 4.293 -0.764
O 5.116 5.162 -1.077
O 4.108 3.923 0.373
H 1.449 1.927 -4.535
H 3.167 3.592 -5.161
H 4.510 4.708 -3.396
H 2.407 2.468 -0.403
H 1.058 1.374 -2.154
```

=====

# 8
Molecular formula: C37H43IN2O11
Method: DFT, the ωB97M-V functional and the def2-TZVPD basis

SMILES: CC(=O)OCCCCCc1c(I)c(CCCCN)c(CC(=O)O)c2c1C(=O)N(C[C@@H](C)OCc1ccccc1)C2=O.O=C1C=C(O)C(=O)C=C1O
charge: 0
frontier orbital gap: 7.155 eV

```
94
C37H43IN2O11, DFT the ωB97M-V functional and the def2-TZVPD basis
C 3.655 7.196 0.538
C 4.967 7.190 1.456
O 5.783 8.135 1.316
O 5.310 6.174 2.390
C 4.167 5.741 3.179
C 3.642 4.286 2.741
C 4.863 3.244 2.900
C 4.794 2.176 1.681
C 4.733 0.709 2.345
C 3.942 -0.382 1.497
C 4.498 -1.012 0.158
I 6.435 -0.300 -0.531
C 3.703 -2.103 -0.651
C 4.225 -2.725 -2.040
C 3.290 -2.094 -3.218
C 3.632 -0.548 -3.521
C 2.357 0.399 -3.198
N 2.764 1.849 -3.040
C 2.301 -2.631 -0.150
C 1.418 -3.716 -0.916
C 1.312 -5.021 0.008
O 2.353 -5.363 0.630
O 0.089 -5.753 0.167
C 1.773 -2.004 1.153
C 2.559 -0.891 1.950
C 1.650 -0.470 3.213
O 1.952 0.253 4.202
N 0.417 -1.187 2.915
C -0.879 -0.595 3.341
C -1.444 0.549 2.378
C -1.490 0.163 0.822
O -2.806 0.837 2.857
C -3.383 1.949 2.137
C -4.601 1.343 1.256
C -5.103 1.969 -0.072
C -6.261 1.326 -0.920
C -6.956 0.034 -0.442
C -6.470 -0.631 0.895
C -5.328 0.022 1.705
C 0.406 -2.296 1.968
O -0.410 -3.236 1.849
H 2.704 7.134 1.170
H 3.639 8.184 -0.026
H 3.645 6.319 -0.191
H 4.505 5.674 4.271
H 3.265 6.449 3.120
H 3.268 4.261 1.663
H 2.803 3.926 3.440
H 5.898 3.739 2.929
H 4.736 2.744 3.937
H 3.877 2.297 1.013
H 5.792 2.260 1.128
H 4.340 0.692 3.424
H 5.828 0.339 2.418
H 5.285 -2.371 -2.276
H 4.106 -3.863 -2.017
H 2.173 -2.144 -2.969
H 3.417 -2.686 -4.203
H 3.806 -0.454 -4.657
H 4.569 -0.166 -2.973
H 1.577 0.381 -4.034
H 1.817 0.108 -2.230
H 1.971 2.393 -2.663
H 3.530 1.900 -2.347
H 0.365 -3.251 -1.030
H 1.841 -3.972 -1.950
H -0.061 -5.782 1.139
H -1.636 -1.437 3.558
H -0.690 -0.096 4.368
H -0.883 1.558 2.475
H -1.759 1.029 0.125
H -2.188 -0.742 0.721
H -0.452 -0.209 0.464
H -2.645 2.558 1.517
H -3.877 2.660 2.901
H -4.647 2.918 -0.501
H -6.614 1.772 -1.918
H -7.790 -0.497 -1.031
H -6.949 -1.600 1.282
H -4.965 -0.483 2.657
C -5.999 -3.060 -2.338
C -5.823 -4.382 -2.280
C -6.336 -5.282 -3.352
O -6.141 -6.482 -3.276
C -7.069 -4.673 -4.468
C -7.247 -3.351 -4.524
C -6.710 -2.450 -3.466
O -6.875 -1.244 -3.559
O -7.927 -2.773 -5.553
O -5.166 -4.962 -1.238
H -5.629 -2.395 -1.568
H -7.451 -5.338 -5.231
H -7.917 -1.814 -5.364
H -5.170 -5.920 -1.430
```

=====

# 9
Molecular formula: C22H37ClF3IrN2O5P
Method: DFT, the ωB97M-V functional and the def2-TZVPD basis

charge: +1
frontier orbital gap: 9.375 eV
ΔE to the lowest compared entry with this formula, charge and spin: 0.0000 eV

```
72
C22H37ClF3IrN2O5P, DFT the ωB97M-V functional and the def2-TZVPD basis
Ir -0.131 0.486 0.523
N -0.526 2.591 0.491
C 0.773 3.307 0.406
C 1.675 2.503 -0.502
N 1.784 1.121 0.057
H -1.113 2.845 -0.307
H -1.025 2.872 1.331
H 1.202 3.348 1.408
H 0.646 4.324 0.035
H 2.662 2.956 -0.590
H 1.234 2.422 -1.498
H 2.376 1.121 0.895
H 2.205 0.523 -0.645
F 0.653 -0.393 5.038
C 0.917 0.883 4.705
F -0.135 1.631 5.050
F 1.974 1.287 5.394
C 1.173 0.964 3.180
O 2.274 1.248 2.742
O 0.103 0.663 2.536
C 0.835 -2.059 -1.968
C 0.193 -2.760 -0.763
C 0.696 -4.209 -0.731
P 0.389 -1.782 0.792
C -0.666 -2.486 2.153
C -0.861 -4.005 2.152
C -2.040 -1.830 2.284
C 2.107 -1.982 1.464
C 2.355 -3.222 2.328
C 3.238 -1.890 0.432
H 0.563 -2.600 -2.876
H 1.923 -2.092 -1.901
H 0.507 -1.032 -2.091
H -0.894 -2.773 -0.908
H 1.785 -4.240 -0.693
H 0.396 -4.698 -1.659
H 0.309 -4.798 0.091
H -0.093 -2.200 3.042
H -1.499 -4.313 1.321
H -1.381 -4.278 3.071
H 0.059 -4.579 2.114
H -2.641 -1.961 1.383
H -1.977 -0.772 2.509
H -2.572 -2.317 3.103
H 2.187 -1.114 2.123
H 2.270 -4.144 1.753
H 1.695 -3.281 3.190
H 3.377 -3.169 2.710
H 3.334 -2.820 -0.126
H 4.180 -1.729 0.958
H 3.137 -1.090 -0.295
C -0.739 1.669 -4.623
C -1.294 2.686 -3.668
C -0.703 3.928 -3.495
C -1.214 4.843 -2.583
Cl -0.407 6.363 -2.350
C -2.352 4.552 -1.860
C -2.955 3.305 -2.018
C -2.415 2.379 -2.895
O -2.934 1.111 -3.052
C -3.307 0.464 -1.862
C -2.116 0.361 -0.939
O -2.235 0.274 0.314
O -0.934 0.407 -1.403
H 0.136 2.060 -5.139
H -1.482 1.387 -5.368
H -0.462 0.758 -4.090
H 0.176 4.188 -4.073
H -2.774 5.286 -1.186
H -3.856 3.086 -1.459
H -3.642 -0.538 -2.128
H -4.125 0.955 -1.335
```